1.
The following is a DFT calculation (wB97M-V/def2-TZVPD) of a single C18H27ClN2O3 molecule.

As for the spin multiplicity: 1. The frontier orbital gap comes out at 0.3701 Ha. As for the SMILES: CCCCC(O)(CCCC)C(=O)NN(C(=O)CCl)c1ccccc1. Its largest force on an atom is 0.90 eV/A.

Geometry as XYZ:
```
51
C18H27ClN2O3 | the Open Molecules 2025 dataset | wB97M-V/def2-TZVPD
C 0.7584 1.9358 -5.9836
H 1.4096 1.1233 -6.2992
C -0.0621 1.5231 -4.7678
C 0.8295 1.1592 -3.5832
C 0.0027 0.7298 -2.3736
H -0.4824 -0.2258 -2.5655
C 0.8188 0.6240 -1.0750
C -0.1655 0.3802 0.0810
O -1.2670 -0.1023 -0.0347
N 0.3557 0.7658 1.2870
N -0.5183 1.0962 2.3253
C -1.2895 2.1964 2.0955
O -1.0927 2.9013 1.1279
C -2.3781 2.4816 3.1086
H -2.7254 1.5826 3.6145
H -3.1971 2.9993 2.6097
Cl -1.7322 3.5954 4.3428
C -0.6702 0.1252 3.3515
C -0.4471 0.4662 4.6794
C -0.5727 -0.5016 5.6606
C -0.8985 -1.8038 5.3202
C -1.1043 -2.1421 3.9927
C -0.9919 -1.1816 3.0041
H -1.1676 -1.4266 1.9680
H -1.3589 -3.1565 3.7253
H -0.9900 -2.5556 6.0895
H -0.4061 -0.2368 6.6938
H -0.1812 1.4784 4.9397
H 1.1972 1.3358 1.2296
C 1.9074 -0.4702 -1.0923
C 1.5287 -1.8248 -0.4919
C 0.4594 -2.5856 -1.2734
C 0.2733 -3.9948 -0.7227
H -0.4988 -4.5226 -1.2771
H 1.1989 -4.5626 -0.7967
H -0.0213 -3.9572 0.3239
H 0.7511 -2.6432 -2.3245
H -0.4894 -2.0531 -1.2111
H 1.1974 -1.6958 0.5409
H 2.4370 -2.4334 -0.4664
H 2.2430 -0.6140 -2.1187
H 2.7501 -0.0636 -0.5288
O 1.5010 1.8450 -0.8133
H 0.8576 2.5669 -0.8377
H -0.7877 1.4675 -2.2031
H 1.5011 0.3532 -3.8844
H 1.4461 2.0193 -3.3133
H -0.6877 0.6652 -5.0244
H -0.7262 2.3426 -4.4843
H 0.1074 2.1958 -6.8150
H 1.3784 2.7986 -5.7499
```

***

2.
The following is a DFT calculation (wB97M-V/def2-TZVPD) of 2 unconnected molecules or ions with the total composition C12H16BrN.

As for the spin multiplicity: 1. The frontier orbital gap comes out at 0.3091 Ha. Its largest force on an atom is 4.42 eV/A.

Geometry as XYZ:
```
30
C12H16BrN | the Open Molecules 2025 dataset | wB97M-V/def2-TZVPD
C 0.0467 0.9618 -0.2544
C -1.4130 -0.2113 1.2139
C 0.5636 1.7388 0.7757
C -0.8532 0.4846 2.2913
C -0.9357 -0.0442 -0.1348
C 0.1480 1.4759 2.1302
C -1.2728 -0.9159 -1.1823
C 1.6416 1.4239 4.1134
C -0.0450 -2.7716 -3.0504
C 0.0416 -0.2971 -3.7323
C 0.6347 2.3237 3.2828
C 0.2441 -1.3806 -2.6356
N -2.3401 -1.5269 -1.3017
Br 2.0308 -1.1006 -1.5993
H 0.4898 1.1387 -1.2243
H -2.1647 -0.9707 1.4158
H 1.4427 2.2732 0.5048
H -1.3959 0.2256 3.2677
H 1.0379 0.6994 4.7649
H 2.4049 1.9534 4.5130
H 2.0806 0.6948 3.4156
H -0.7886 -3.2379 -2.3922
H 0.8449 -3.3725 -3.0668
H -0.4142 -2.8538 -4.1318
H 0.9544 0.3728 -3.9818
H -0.2434 -0.8222 -4.6016
H -0.8206 0.3474 -3.5342
H 0.7576 3.3481 2.9432
H -0.2111 2.4454 4.0064
H -2.4654 -2.4020 -1.8153
```

***

Short version: energy relative to the best compared isomer or geometry (same formula, charge and spin) = 27.11, 26.35 kcal/mol, in the order given.
Short version: DFT total energy = -1497.5295, -3095.4866 hartree, in the order given.